Record 1
{"formula": "C4H4N2OS", "method": "ωB97M-V/def2-TZVPD", "smiles": "O=C=NC=S.C#CN", "total_energy_ev": -20071.95337, "gap_ev": 8.2457, "e_above_lowest_kj_mol": 364.4, "lumo_ev": -0.58, "spin_multiplicity": 1, "homo_ev": -8.8295, "symbols": ["O", "C", "N", "C", "S", "H", "C", "C", "N", "H", "H", "H"], "coordinates": [[-0.4551, -2.0882, -1.0352], [0.1723, -1.4120, -0.3298], [0.9141, -1.0384, 0.5631], [1.7887, -0.0508, 0.7725], [2.6698, 0.7556, -0.2697], [2.0995, -0.1702, 1.7953], [-0.3967, 1.3291, -1.2511], [-0.9981, 0.6705, -0.3826], [-1.9731, 0.1599, 0.3906], [0.3502, 1.7198, -1.9454], [-2.4853, 0.8322, 0.8331], [-1.6863, -0.7074, 0.8592]], "nbo_charge": [-0.4529, 0.9107, -0.5914, -0.1198, 0.0369, 0.1944, -0.2963, 0.0881, -0.8233, 0.2595, 0.3984, 0.3956]}

---

Record 2
{"formula": "C4H4N2S", "method": "ωB97M-V/def2-TZVPD", "total_energy_ev": -18025.96866, "gap_ev": 9.1279, "e_above_lowest_kj_mol": 219.2, "lumo_ev": 0.85, "spin_multiplicity": 1, "homo_ev": -8.2783, "symbols": ["C", "C", "C", "C", "H", "H", "H", "H", "N", "N", "S"], "coordinates": [[1.6456, 0.7291, 0.0358], [0.3190, -0.9914, -0.0526], [-1.1988, 0.5520, -0.0772], [0.1811, 0.4341, -0.0451], [2.1083, 1.2521, -0.8658], [1.9149, 1.1718, 1.0055], [-2.6704, -1.0290, -0.0438], [-1.9227, 1.3398, 0.0247], [-0.7803, -1.7014, 0.0127], [-1.6644, -0.7236, 0.0301], [2.0678, -1.0334, -0.0242]], "nbo_charge": [-0.5071, -0.0117, -0.0456, -0.1882, 0.2337, 0.2339, 0.4102, 0.2204, -0.2738, -0.3277, 0.2558]}

---

Record 3
{"formula": "C4H4N2S2", "method": "ωB97M-V/def2-TZVPD", "smiles": "C1=CN2SC=N[C@@H]2S1", "total_energy_ev": -28861.25241, "gap_ev": 8.2236, "e_above_lowest_kj_mol": 220.6, "lumo_ev": 0.21, "spin_multiplicity": 1, "homo_ev": -8.0095, "symbols": ["C", "C", "N", "S", "C", "N", "C", "S", "H", "H", "H", "H"], "coordinates": [[0.1108, 1.9144, -0.6172], [0.2746, 1.4164, 0.6122], [-0.2365, 0.1609, 0.9095], [1.1284, -1.0212, 1.3744], [0.5140, -2.0684, 0.1333], [-0.3706, -1.6895, -0.6725], [-0.9337, -0.4310, -0.3325], [-0.7697, 0.7711, -1.6633], [0.4419, 2.7781, -1.1561], [0.8300, 1.8588, 1.3226], [0.9687, -3.1192, -0.0218], [-1.9579, -0.5704, 0.1113]], "nbo_charge": [-0.3815, -0.0607, -0.5050, 0.3821, -0.0773, -0.4358, -0.0678, 0.2468, 0.2442, 0.2049, 0.2284, 0.2217]}

---

Record 4
{"formula": "C4H4N2S2", "method": "ωB97M-V/def2-TZVPD", "smiles": "S=c1cccnn1S", "total_energy_ev": -28860.13067, "gap_ev": 7.9545, "e_above_lowest_kj_mol": 328.9, "lumo_ev": -0.38, "spin_multiplicity": 1, "homo_ev": -8.3325, "symbols": ["S", "C", "C", "C", "C", "N", "N", "S", "H", "H", "H", "H"], "coordinates": [[2.5394, 1.4229, -0.0116], [1.0296, 0.6607, -0.1087], [-0.2334, 1.3339, -0.0556], [-1.4110, 0.7549, 0.2536], [-1.4827, -0.7250, 0.0123], [-0.3527, -1.2887, -0.1516], [0.8147, -0.5794, -0.1409], [2.3699, -1.5635, 0.1725], [-0.0364, 2.4929, 0.1231], [-2.2974, 1.3451, 0.4946], [-2.3616, -1.3580, -0.0589], [1.4217, -2.4959, -0.5287]], "nbo_charge": [-0.1965, 0.0461, -0.1890, -0.2204, 0.0429, -0.2335, -0.2741, 0.1613, 0.2503, 0.2358, 0.2265, 0.1506]}

---

Record 5
{"formula": "C4H4N4", "method": "ωB97M-V/def2-TZVPD", "smiles": "[H]/N=C1/NC=N[C@@H]1C#N", "total_energy_ev": -10169.29760, "gap_ev": 9.6894, "e_above_lowest_kj_mol": 341.6, "lumo_ev": 0.14, "spin_multiplicity": 1, "homo_ev": -9.5452, "symbols": ["H", "N", "C", "N", "C", "N", "C", "C", "N", "H", "H", "H"], "coordinates": [[0.6750, -0.9801, -2.4547], [-0.3325, -1.1746, -1.8831], [-0.2566, -0.7676, -0.6181], [-1.1228, -1.1734, 0.2612], [-0.7303, -0.6380, 1.5753], [0.3704, 0.0493, 1.4718], [0.7407, 0.1340, -0.0018], [0.7576, 1.5099, -0.2545], [0.7666, 2.7109, -0.3722], [-1.4331, -2.2217, -0.0787], [-1.7947, -0.8902, 2.2647], [1.7120, -0.2235, -0.2803]], "nbo_charge": [0.3399, -0.6994, 0.4198, -0.6444, 0.2580, -0.4063, -0.2728, 0.2812, -0.2620, 0.4531, 0.2608, 0.2719]}

---

Record 6
{"formula": "C4H4N4", "method": "ωB97M-V/def2-TZVPD", "smiles": "c1n[nH]c2n[nH]cc12", "total_energy_ev": -10170.87054, "gap_ev": 9.3491, "e_above_lowest_kj_mol": 189.8, "lumo_ev": 0.90, "spin_multiplicity": 1, "homo_ev": -8.4458, "symbols": ["C", "N", "N", "C", "N", "N", "C", "C", "H", "H", "H", "H"], "coordinates": [[-1.5742, 0.9154, -0.0050], [-2.2635, -0.1770, -0.0258], [-1.3514, -1.2528, -0.0757], [-0.1321, -0.7733, 0.0951], [1.1333, -1.3170, 0.0326], [1.8825, -0.2495, -0.1167], [1.2152, 0.9041, -0.0656], [-0.1271, 0.5893, 0.0959], [-1.9217, 2.0066, -0.1012], [-1.4983, -2.2390, -0.0442], [2.8521, -0.1892, 0.1495], [1.7851, 1.7824, 0.0609]], "nbo_charge": [0.0035, -0.2292, -0.3981, 0.2631, -0.3261, -0.2798, -0.0356, -0.2510, 0.2243, 0.4160, 0.4031, 0.2097]}

---

Record 7
{"formula": "C4H4N4", "method": "ωB97M-V/def2-TZVPD", "smiles": "[H]/N=c1\\ncccnn1", "total_energy_ev": -10167.30132, "gap_ev": 7.8966, "e_above_lowest_kj_mol": 534.2, "lumo_ev": -1.52, "spin_multiplicity": 1, "homo_ev": -9.4149, "symbols": ["H", "N", "C", "N", "C", "C", "C", "N", "N", "H", "H", "H"], "coordinates": [[-2.8857, 0.1527, 0.9757], [-2.5455, -0.5532, 0.5279], [-1.3992, -0.2541, -0.1132], [-1.0681, 0.9874, -0.5934], [0.2233, 1.2314, -0.3663], [1.1973, 0.5227, 0.4490], [1.3391, -0.9547, 0.2388], [0.4126, -1.5517, -0.4508], [-0.6623, -1.1573, -0.8686], [0.7851, 2.1747, -0.7393], [2.3304, 1.0678, 0.4202], [2.2730, -1.6657, 0.5200]], "nbo_charge": [0.3315, -0.6107, 0.4457, -0.3890, 0.0611, -0.3266, 0.0045, -0.1331, -0.0697, 0.2114, 0.2290, 0.2460]}

---

Record 8
{"formula": "C4H4N4O", "method": "ωB97M-V/def2-TZVPD", "smiles": "N=C1C(=N)C1=N.N=C=O", "total_energy_ev": -12215.14745, "gap_ev": 7.9419, "e_above_lowest_kj_mol": 517.4, "lumo_ev": -0.77, "spin_multiplicity": 1, "homo_ev": -8.7105, "symbols": ["N", "C", "C", "N", "C", "N", "H", "H", "H", "N", "C", "O", "H"], "coordinates": [[0.2769, -2.7558, 0.8555], [0.3601, -1.6061, 0.3539], [1.0067, -0.6798, -0.4892], [1.1548, -0.0630, -1.5206], [0.8014, -0.2760, 0.9922], [0.6961, 0.5575, 1.9743], [0.2382, -3.0021, 1.8261], [1.9024, 0.5281, -1.6417], [1.5479, 1.1944, 1.9051], [-2.6931, 1.3687, -1.7311], [-1.6444, 1.6830, -1.2728], [-0.6025, 1.7347, -0.7660], [-3.4303, 1.8323, -2.2821]], "nbo_charge": [-0.6110, 0.1879, 0.2264, -0.5515, 0.1930, -0.5483, 0.3807, 0.3736, 0.3488, -0.7687, 0.8598, -0.5262, 0.4354]}

---

Record 9
{"formula": "C4H4N4O4", "method": "ωB97M-V/def2-TZVPD", "smiles": "C/C(N=C=[N+]([O-])[N+](=O)[O-])=N/C=O", "total_energy_ev": -18353.81721, "gap_ev": [7.9742, 7.9750], "e_above_lowest_kj_mol": 993.8, "lumo_ev": [-1.05, -1.05], "spin_multiplicity": 1, "homo_ev": [-9.0269, -9.0277], "symbols": ["C", "C", "N", "C", "N", "O", "N", "O", "O", "N", "C", "O", "H", "H", "H", "H"], "coordinates": [[-0.2840, -0.5170, -0.8218], [0.0032, -0.1474, 0.6112], [-1.1962, 0.0622, 1.2760], [-2.0497, 0.7960, 1.7562], [-3.1486, 1.1543, 2.2319], [-3.7387, 1.2740, 3.3118], [-4.0610, 1.9570, 1.0335], [-3.5233, 1.9259, 0.0175], [-5.0043, 2.3479, 1.5755], [1.1583, -0.1867, 1.1133], [1.7736, 0.0254, 2.3581], [1.9876, 1.1251, 2.8506], [0.7653, -0.4871, -1.3038], [-1.2801, 0.0092, -1.1351], [-0.6188, -1.5823, -0.8823], [1.8522, -0.9032, 2.8283]], "nbo_charge": [-0.6775, 0.4689, -0.4268, 0.5841, -0.0090, -0.4286, 0.6338, -0.3098, -0.2230, -0.4961, 0.5286, -0.5321, 0.2643, 0.2496, 0.2459, 0.1275]}

---

Record 10
{"formula": "C4H4N5", "method": "ωB97M-V/def2-TZVPD", "total_energy_ev": -11661.19698, "total_charge": -1, "gap_ev": 8.6842, "e_above_lowest_kj_mol": 157.5, "lumo_ev": 3.57, "spin_multiplicity": 1, "homo_ev": -5.1138, "symbols": ["C", "C", "C", "C", "N", "N", "N", "N", "N", "H", "H", "H", "H"], "coordinates": [[1.1063, -0.7145, 1.3374], [0.1856, -0.2416, -0.8469], [-0.8178, 0.7546, 1.1979], [-0.0416, -0.3995, 0.6102], [2.0415, -0.9417, 1.9238], [0.3203, -0.4114, -2.9190], [-0.0599, -1.1149, -1.8162], [0.5461, 1.0043, -1.2812], [0.6701, 0.8070, -2.5741], [-0.1398, 1.5307, 1.2686], [-1.3182, 0.4356, 2.2411], [-1.5868, 1.0635, 0.5641], [-0.9058, -1.7721, 0.2943]], "nbo_charge": [0.2833, 0.1727, -0.5895, -0.2373, -0.3582, -0.1812, -0.3632, -0.3886, -0.1519, 0.2266, 0.1886, 0.2230, 0.1755]}

---

Record 11
{"formula": "C4H4NO2", "method": "ωB97M-V/def2-TZVPD", "smiles": "CC(=C=N)C(=O)[O-]", "total_energy_ev": -9796.93980, "total_charge": -1, "gap_ev": 8.1126, "e_above_lowest_kj_mol": 275.3, "lumo_ev": 3.91, "spin_multiplicity": 1, "homo_ev": -4.2004, "symbols": ["C", "C", "C", "N", "C", "O", "O", "H", "H", "H", "H"], "coordinates": [[0.2185, -0.8187, 0.5039], [-0.7036, 0.3154, 0.1800], [-0.3367, 1.5139, 0.0096], [-0.3125, 2.9214, -0.0907], [-2.3628, -0.0013, -0.0359], [-2.6954, 0.1658, -1.2186], [-2.9293, -0.3793, 0.9447], [0.0122, -1.7491, -0.1431], [0.0858, -1.2956, 1.4858], [1.3143, -0.4584, 0.5173], [0.0485, 3.3258, -1.0418]], "nbo_charge": [-0.6113, -0.3232, 0.3742, -0.7802, 0.8355, -0.7428, -0.7034, 0.2103, 0.2098, 0.1959, 0.3353]}

---

Record 12
{"formula": "C4H4NO2S2", "method": "ωB97M-V/def2-TZVPD", "total_energy_ev": -31467.77207, "total_charge": -1, "gap_ev": [6.1574, 6.1598], "e_above_lowest_kj_mol": 33.5, "lumo_ev": [3.47, 3.47], "spin_multiplicity": 1, "homo_ev": [-2.6831, -2.6855], "symbols": ["C", "C", "C", "C", "N", "O", "O", "S", "S", "H", "H", "H", "H"], "coordinates": [[0.1801, -1.1368, -0.1602], [0.8459, -0.1370, 0.6203], [-0.4648, 0.4187, -2.2347], [-1.2077, -1.1934, -0.1088], [1.3627, 1.8630, 1.9811], [-0.3883, 1.3977, -1.6409], [-0.5438, -0.5330, -2.8745], [-2.1747, -0.0484, 0.6311], [0.0688, 1.1887, 1.3105], [0.8796, -1.9226, -0.6194], [2.0169, -0.0563, 0.7742], [-1.6110, -2.1457, -0.5094], [1.0362, 2.3052, 2.8307]], "nbo_charge": [-0.4030, -0.4844, 1.0441, -0.3883, -1.2105, -0.5101, -0.5529, -0.2588, 0.8141, 0.2060, 0.2420, 0.1842, 0.3176]}

---

Record 13
{"formula": "C4H4NO3", "method": "ωB97M-V/def2-TZVPD", "total_energy_ev": -11842.38502, "total_charge": -1, "gap_ev": 6.8044, "e_above_lowest_kj_mol": 430.3, "lumo_ev": 4.05, "spin_multiplicity": 1, "homo_ev": -2.7558, "symbols": ["C", "C", "C", "C", "N", "O", "O", "O", "H", "H", "H", "H"], "coordinates": [[0.5777, 1.8625, -0.1194], [3.2233, -0.2004, -0.1832], [0.8129, 0.4959, 0.0711], [-0.2707, -0.5887, -0.1394], [0.4710, 1.6850, 1.1098], [3.1240, -1.3463, 0.0364], [3.9445, 0.7087, -0.4383], [-0.0401, -1.8726, 0.4540], [0.8742, 2.5544, -0.8995], [-0.2657, -0.5861, -1.3327], [-1.3823, -0.4359, 0.0063], [0.9592, -1.9435, 0.7052]], "nbo_charge": [-0.0185, 0.9842, -0.3171, -0.1096, -0.4025, -0.6461, -0.6400, -0.7658, 0.1634, 0.1139, 0.1457, 0.4924]}

---

Record 14
{"formula": "C4H4NO3S", "method": "ωB97M-V/def2-TZVPD", "total_energy_ev": -22679.51389, "total_charge": -1, "gap_ev": 8.0814, "e_above_lowest_kj_mol": 362.3, "lumo_ev": 3.73, "spin_multiplicity": 1, "homo_ev": -4.3493, "symbols": ["C", "C", "C", "C", "N", "O", "O", "O", "S", "H", "H", "H", "H"], "coordinates": [[0.2259, -1.0622, -0.1135], [0.5951, 0.2057, -0.2416], [-1.6146, -1.4392, -0.0190], [2.0307, 0.6798, -0.0961], [-2.3487, -0.3789, 0.1074], [-1.9615, -2.5801, 0.0055], [-2.2609, 2.0158, 0.8340], [-0.2799, 1.1760, -0.5563], [-2.0557, 1.1672, -0.3107], [0.8418, -1.8130, 0.4634], [2.4901, -0.3287, -0.4708], [2.1003, 0.7929, 1.1090], [2.2374, 1.5645, -0.7111]], "nbo_charge": [-0.4895, 0.2929, 0.7130, -0.6812, -0.9573, -0.6642, -0.9624, -0.7514, 1.6389, 0.1906, 0.2295, 0.2195, 0.2215]}

---

Record 15
{"formula": "C4H4NOS", "method": "ωB97M-V/def2-TZVPD", "total_energy_ev": -18585.96726, "total_charge": -1, "gap_ev": 7.4275, "e_above_lowest_kj_mol": 114.9, "lumo_ev": 3.73, "spin_multiplicity": 1, "homo_ev": -3.7018, "symbols": ["C", "C", "C", "C", "N", "O", "S", "H", "H", "H", "H"], "coordinates": [[1.4092, -1.1956, 1.1882], [-0.6727, -2.4605, 0.3842], [0.2835, 0.1268, -0.3813], [0.1036, -0.7158, 0.8867], [2.4539, -1.5890, 1.4863], [-0.3816, -2.7244, -0.7581], [-1.4189, -3.1858, 1.6457], [-0.6592, 0.3482, -0.8453], [0.9862, -0.4303, -1.1258], [0.9749, 0.8846, -0.1443], [-0.6493, -0.6564, 1.6232]], "nbo_charge": [0.3047, 0.3687, -0.6137, -0.5010, -0.4481, -0.6365, -0.3689, 0.2106, 0.2205, 0.2004, 0.2632]}

---

Record 16
{"formula": "C4H4NS3", "method": "ωB97M-V/def2-TZVPD", "smiles": "CC(=C=S)C(=S)N[S-]", "total_energy_ev": -38208.63854, "total_charge": -1, "gap_ev": 6.2275, "lumo_ev": 3.20, "spin_multiplicity": 1, "homo_ev": -3.0307, "symbols": ["C", "C", "C", "S", "C", "S", "N", "S", "H", "H", "H", "H"], "coordinates": [[0.4407, -0.8857, 0.4252], [-0.8584, -0.1103, 0.1161], [-1.9663, -0.8192, 0.0244], [-2.9989, -1.9844, -0.2194], [-0.7279, 1.3759, 0.1366], [0.7154, 2.1316, 0.1012], [-1.8432, 2.1119, 0.0699], [-3.4085, 1.5826, 0.1707], [0.2437, -1.8320, 0.7517], [0.9119, -0.2043, 1.0630], [1.0318, -0.8597, -0.4681], [-1.7890, 3.1547, -0.1258]], "nbo_charge": [-0.5916, -0.2955, 0.0196, 0.0044, 0.0772, -0.3448, -0.6696, -0.2650, 0.2024, 0.2396, 0.2119, 0.4113]}

---

Record 17
{"formula": "C4H4NaO", "method": "ωB97M-V/def2-TZVPD", "total_energy_ev": -10654.04726, "total_charge": 2, "gap_ev": [10.0369, 7.1138], "lumo_ev": [-9.81, -12.93], "spin_multiplicity": 2, "homo_ev": [-19.8423, -20.0479], "symbols": ["H", "C", "C", "C", "C", "O", "H", "H", "H", "Na"], "coordinates": [[0.3824, -0.5569, -1.2325], [-2.6784, -0.2638, 0.0303], [-1.5092, 0.0842, -0.1722], [-0.2037, 0.4449, -0.4767], [0.9286, -0.3521, 0.1437], [2.0706, 0.1601, 0.1682], [-3.7155, -0.5725, 0.0938], [-0.0159, 1.5204, -0.5923], [0.6368, -1.0679, 0.9412], [4.1043, 0.6037, 1.0964]], "nbo_charge": [0.4283, 0.2367, 0.0292, -0.3701, 0.3012, -0.5304, 0.3090, 0.3435, 0.2555, 0.9970]}

---

Record 18
{"formula": "C4H4O", "method": "ωB97M-V/def2-TZVPD", "total_energy_ev": -6253.51591, "gap_ev": [7.3589, 7.3564], "e_above_lowest_kj_mol": 565.7, "lumo_ev": [-1.46, -1.45], "spin_multiplicity": 1, "homo_ev": [-8.8225, -8.8107], "symbols": ["C", "C", "C", "C", "O", "H", "H", "H", "H"], "coordinates": [[1.8361, 0.8067, -0.0967], [0.8312, 1.4398, -0.4077], [-0.9899, -1.7124, 0.5446], [-0.4867, 1.6522, -0.4630], [-0.3558, -2.4707, -0.1118], [2.8923, 0.6484, -0.0624], [-0.6263, -0.6941, 0.9582], [-2.0899, -1.9033, 0.8507], [-1.0110, 2.2333, -1.2118]], "nbo_charge": [-0.0718, -0.2442, 0.2898, -0.0886, -0.5019, 0.2306, 0.1204, 0.0891, 0.1764]}

---

Record 19
{"formula": "C4H4O", "method": "ωB97M-V/def2-TZVPD", "smiles": "C#C[C@@H]1CO1", "total_energy_ev": -6256.59147, "gap_ev": 11.1100, "e_above_lowest_kj_mol": 269.0, "lumo_ev": 1.06, "spin_multiplicity": 1, "homo_ev": -10.0528, "symbols": ["C", "C", "C", "C", "O", "H", "H", "H", "H"], "coordinates": [[0.9153, -0.3951, 1.9795], [0.5122, 0.0886, 0.9341], [-0.2054, 0.6861, -0.1783], [-0.5453, -0.2174, -1.2081], [0.5569, 0.6447, -1.4161], [1.3345, -1.0353, 2.7754], [-0.7688, 1.5450, -0.0257], [-0.3403, -1.2954, -1.0721], [-1.4591, -0.0213, -1.7887]], "nbo_charge": [-0.2221, -0.0384, -0.0356, -0.0854, -0.4588, 0.2504, 0.2155, 0.1915, 0.1829]}

---

Record 20
{"formula": "C4H4O", "method": "ωB97M-V/def2-TZVPD", "total_energy_ev": -6256.07641, "gap_ev": 9.5390, "e_above_lowest_kj_mol": 318.7, "lumo_ev": -1.01, "spin_multiplicity": 1, "homo_ev": -10.5481, "symbols": ["C", "C", "C", "C", "O", "H", "H", "H", "H"], "coordinates": [[-1.1226, 0.1863, -0.0182], [0.2300, -0.2870, -0.5045], [0.3844, -0.8281, -1.6857], [1.4089, -0.0876, 0.3945], [1.3163, 0.5456, 1.4190], [-1.0191, 1.2025, 0.3686], [-1.4600, -0.4601, 0.7963], [-1.8708, 0.1738, -0.8135], [2.3636, -0.5443, 0.0844]], "nbo_charge": [-0.6015, -0.5089, 0.3336, 0.4274, -0.5009, 0.2453, 0.2353, 0.2300, 0.1396]}